Entry 1:
A 9-piece molecular cluster, C36H99N9O9 overall, computed with ωB97M-V/def2-TZVPD.

Geometry as XYZ:
```
153
C36H99N9O9, DFT ωB97M-V/def2-TZVPD
C 0.714 -5.603 -1.621
C 1.427 -6.567 -2.508
C 2.162 -7.674 -1.791
O 1.298 -8.663 -1.129
C 1.862 -9.570 -0.222
N 0.446 -7.182 -3.390
H 0.141 -4.842 -2.152
H 1.408 -5.040 -0.998
H 0.063 -6.153 -0.941
H 2.129 -6.046 -3.160
H 2.825 -7.297 -1.012
H 2.854 -8.250 -2.407
H 2.928 -9.794 -0.255
H 1.386 -10.546 -0.326
H 1.589 -9.213 0.771
H 0.925 -7.921 -3.885
H -0.211 -7.688 -2.814
C -1.654 3.674 5.613
C -0.647 4.632 5.068
C 0.849 4.134 4.955
O 1.356 3.746 6.241
C 2.601 3.101 6.246
N -0.997 5.024 3.743
H -2.585 4.241 5.645
H -1.383 3.582 6.664
H -1.782 2.680 5.184
H -0.661 5.537 5.675
H 1.378 4.981 4.518
H 0.947 3.327 4.228
H 3.114 3.032 7.205
H 3.258 3.662 5.581
H 2.420 2.100 5.854
H -1.133 4.203 3.171
H -1.972 5.278 3.810
C -4.420 1.365 2.493
C -5.495 0.474 1.934
C -6.606 1.163 1.131
O -7.582 0.246 0.609
C -8.542 -0.199 1.540
N -4.922 -0.395 0.930
H -4.795 2.034 3.267
H -4.013 2.002 1.708
H -3.549 0.837 2.881
H -6.012 -0.118 2.690
H -6.205 1.807 0.348
H -7.072 1.932 1.748
H -7.946 -0.800 2.227
H -9.264 -0.812 1.001
H -9.046 0.570 2.126
H -4.370 0.176 0.305
H -5.666 -0.669 0.304
C -1.647 -4.043 3.183
C -0.711 -4.280 1.956
C 0.701 -4.987 2.220
O 1.323 -4.275 3.315
C 2.692 -4.565 3.545
N -1.365 -4.961 0.914
H -1.910 -5.011 3.608
H -2.514 -3.475 2.847
H -1.275 -3.538 4.075
H -0.489 -3.260 1.642
H 1.232 -4.992 1.268
H 0.572 -6.058 2.378
H 3.005 -4.344 4.565
H 3.320 -4.030 2.833
H 2.960 -5.619 3.466
H -1.451 -5.950 1.101
H -2.337 -4.712 0.801
C 6.191 0.472 -1.234
C 4.731 0.067 -1.451
C 4.475 -0.543 -2.821
O 4.960 0.331 -3.858
C 5.042 -0.335 -5.125
N 4.326 -0.871 -0.417
H 6.412 0.524 -0.168
H 6.304 1.480 -1.632
H 6.869 -0.230 -1.719
H 4.159 0.992 -1.375
H 3.393 -0.593 -2.938
H 4.912 -1.519 -3.033
H 5.234 0.347 -5.954
H 4.190 -0.973 -5.360
H 5.907 -0.988 -5.007
H 3.354 -1.109 -0.557
H 4.323 -0.357 0.452
C 2.816 4.546 -5.093
C 2.995 3.208 -4.391
C 2.078 2.074 -4.964
O 0.728 2.412 -5.097
C -0.084 2.314 -3.885
N 4.411 2.861 -4.676
H 1.779 4.882 -5.058
H 3.171 4.612 -6.121
H 3.429 5.293 -4.589
H 2.815 3.328 -3.323
H 2.224 1.115 -4.467
H 2.348 1.933 -6.010
H -1.019 2.863 -3.996
H 0.365 2.723 -2.980
H -0.417 1.280 -3.798
H 4.419 2.903 -5.685
H 4.581 1.901 -4.413
C -4.070 -1.021 -2.751
C -2.919 0.029 -2.765
C -2.890 0.856 -1.456
O -4.148 1.477 -1.110
C -4.684 2.370 -2.108
N -1.667 -0.718 -2.889
H -4.112 -1.521 -1.784
H -3.972 -1.680 -3.614
H -5.036 -0.520 -2.818
H -3.040 0.774 -3.551
H -2.165 1.665 -1.546
H -2.566 0.256 -0.605
H -5.482 2.956 -1.653
H -5.023 1.848 -3.003
H -3.988 3.133 -2.456
H -1.620 -1.381 -2.129
H -1.656 -1.183 -3.785
C -1.631 5.211 0.681
C -0.636 4.025 0.806
C 0.852 4.362 1.065
O 1.462 5.075 -0.012
C 2.823 5.341 0.296
N -1.109 2.987 1.717
H -1.632 5.814 1.589
H -2.637 5.033 0.301
H -1.283 5.831 -0.145
H -0.644 3.541 -0.171
H 1.379 3.455 1.360
H 0.847 4.970 1.970
H 3.012 5.854 1.240
H 3.113 6.037 -0.491
H 3.515 4.506 0.185
H -2.005 2.624 1.425
H -0.528 2.164 1.789
C 1.012 0.982 -0.784
C 1.194 -0.265 0.029
C 0.220 -0.458 1.212
O 0.145 0.633 2.152
C -0.255 0.246 3.437
N 1.208 -1.363 -0.956
H 1.199 1.883 -0.199
H 0.033 1.143 -1.236
H 1.662 1.013 -1.658
H 2.106 -0.065 0.591
H 0.651 -1.354 1.659
H -0.761 -0.783 0.865
H 0.531 -0.450 3.730
H -1.228 -0.235 3.539
H -0.235 1.118 4.090
H 0.292 -1.320 -1.379
H 1.290 -2.233 -0.450
```

The HOMO energy (alpha / beta) is -10.316 / -10.316 eV. As for the total energy: -70759.890 eV. The expectation value of S² is 0.757. As for the energy above the lowest of the compared OMol25 structures with the same formula, charge and spin: 0.724 eV. The value obtained for the HOMO-LUMO gap (alpha / beta) is 0.3020 / 0.0896 hartree. Its spin multiplicity is 2. Its net charge is +1.

Mulliken atomic charge list, values in e, 2 entries:
1. C -1.073
2. C 0.495

=====

Entry 2:
A 13-piece molecular cluster, C37H100O13 overall, computed with ωB97M-V/def2-TZVPD.

Geometry as XYZ:
```
150
C37H100O13, DFT ωB97M-V/def2-TZVPD
C -4.246 -11.281 -23.695
C -4.056 -12.563 -22.976
O -3.309 -13.436 -23.811
H -4.918 -10.610 -23.160
H -4.698 -11.444 -24.673
H -3.276 -10.834 -23.915
H -4.985 -13.117 -22.841
H -3.619 -12.501 -21.979
H -2.414 -13.096 -23.735
C -9.074 -9.844 -19.035
C -10.532 -9.441 -18.934
O -11.338 -10.565 -18.549
H -8.607 -9.990 -18.062
H -8.467 -9.065 -19.496
H -8.935 -10.739 -19.643
H -10.993 -9.142 -19.875
H -10.542 -8.693 -18.142
H -11.372 -11.213 -19.257
C 1.064 -11.314 -17.358
C 2.315 -11.128 -18.205
C 2.917 -12.493 -18.547
O 1.874 -10.529 -19.366
H 1.254 -11.721 -16.365
H 0.302 -11.933 -17.833
H 0.605 -10.340 -17.191
H 3.062 -10.508 -17.708
H 2.203 -13.186 -18.992
H 3.290 -12.974 -17.644
H 3.751 -12.329 -19.230
H 1.637 -9.632 -19.119
C 0.966 -0.023 -30.188
C 0.736 -1.516 -29.799
C 0.691 -1.752 -28.286
O -0.486 -1.853 -30.416
H 0.075 0.596 -30.091
H 1.237 0.074 -31.240
H 1.715 0.474 -29.572
H 1.528 -2.122 -30.239
H -0.137 -1.200 -27.841
H 1.517 -1.303 -27.735
H 0.685 -2.821 -28.074
H -0.387 -1.668 -31.352
C 2.859 -4.481 -13.891
C 2.202 -3.131 -14.186
C 3.049 -2.243 -15.133
O 1.012 -3.474 -14.821
H 2.217 -5.070 -13.236
H 3.831 -4.366 -13.411
H 3.122 -5.049 -14.783
H 1.902 -2.605 -13.280
H 3.885 -1.836 -14.564
H 2.336 -1.462 -15.397
H 3.444 -2.802 -15.981
H 0.327 -3.751 -14.209
C 7.389 -4.517 -20.926
C 8.313 -5.622 -20.437
C 7.729 -7.018 -20.739
O 9.535 -5.494 -21.037
H 7.839 -3.623 -20.495
H 6.389 -4.641 -20.510
H 7.364 -4.395 -22.009
H 8.371 -5.554 -19.351
H 7.566 -6.960 -21.815
H 6.717 -7.147 -20.356
H 8.401 -7.846 -20.514
H 9.940 -4.670 -20.757
C -2.273 -4.601 -20.764
C -0.847 -4.093 -20.887
C -0.797 -2.571 -20.831
O -0.069 -4.694 -19.945
H -2.848 -4.384 -21.663
H -2.808 -4.109 -19.952
H -2.308 -5.670 -20.552
H -0.467 -4.428 -21.852
H -1.381 -2.120 -21.633
H 0.206 -2.148 -20.861
H -1.216 -2.250 -19.877
H -0.248 -4.280 -19.097
C -6.221 -4.659 -11.653
C -5.459 -5.833 -12.300
C -5.672 -5.969 -13.783
O -4.105 -5.498 -12.173
H -6.174 -3.708 -12.184
H -5.840 -4.449 -10.654
H -7.284 -4.897 -11.607
H -5.688 -6.727 -11.720
H -5.273 -5.128 -14.351
H -6.698 -6.180 -14.084
H -5.100 -6.844 -14.091
H -3.890 -5.659 -11.251
C -2.538 3.292 -14.317
C -3.330 3.202 -13.009
C -2.621 2.278 -12.049
O -3.482 4.477 -12.442
H -2.188 2.302 -14.607
H -1.723 4.006 -14.196
H -3.214 3.685 -15.077
H -4.296 2.761 -13.251
H -1.657 2.722 -11.799
H -2.528 1.253 -12.406
H -3.106 2.219 -11.075
H -4.055 5.045 -12.963
C -4.469 -6.230 -28.150
C -5.532 -5.240 -28.373
C -6.785 -5.502 -27.487
O -5.058 -4.039 -27.941
H -4.324 -6.198 -27.070
H -3.531 -5.906 -28.602
H -4.664 -7.260 -28.448
H -5.902 -5.150 -29.394
H -6.614 -5.639 -26.419
H -7.172 -6.476 -27.787
H -7.545 -4.770 -27.757
H -4.261 -3.830 -28.433
C 2.715 -10.192 -26.396
C 2.973 -11.562 -25.836
C 4.414 -11.773 -25.331
O 2.068 -11.830 -24.823
H 1.704 -10.191 -26.804
H 3.474 -9.985 -27.150
H 2.738 -9.339 -25.718
H 2.693 -12.327 -26.560
H 4.719 -11.038 -24.586
H 5.182 -11.690 -26.100
H 4.570 -12.736 -24.844
H 2.341 -11.299 -24.071
C -8.325 1.849 -25.330
C -7.129 1.532 -24.472
C -7.095 2.182 -23.081
O -6.996 0.139 -24.334
H -9.283 1.508 -24.935
H -8.308 1.489 -26.358
H -8.545 2.916 -25.369
H -6.211 1.859 -24.960
H -6.976 3.258 -23.209
H -6.266 1.752 -22.519
H -8.033 1.928 -22.589
H -6.688 -0.288 -25.136
C 0.724 5.618 -26.078
C -0.485 5.023 -25.388
C -0.125 4.322 -24.071
O -1.382 6.019 -24.892
H 1.367 4.816 -26.441
H 1.347 6.206 -25.405
H 0.557 6.311 -26.903
H -1.174 4.470 -26.027
H 0.611 3.564 -24.338
H -1.024 3.971 -23.564
H 0.462 4.929 -23.381
H -0.860 6.650 -24.392
```

The HOMO energy is -9.986 eV. As for the total energy: -66603.739 eV. As for the energy above the lowest of the compared OMol25 structures with the same formula, charge and spin: 4.736 eV. The value obtained for the HOMO-LUMO gap is 0.3766 hartree. Its spin multiplicity is 1. Its net charge is 0.

Mulliken atomic charge list, values in e, 2 entries:
1. C -0.849
2. C -0.281

=====

Entry 3:
A 10-piece molecular cluster, C37H101N7O10 overall, computed with ωB97M-V/def2-TZVPD.

Geometry as XYZ:
```
155
C37H101N7O10, DFT ωB97M-V/def2-TZVPD
C 8.383 18.665 14.698
O 8.931 17.394 14.982
C 8.752 16.959 16.333
C 8.888 15.461 16.411
C 7.938 14.701 15.526
N 8.592 15.057 17.705
H 9.121 19.442 14.897
H 7.394 18.944 15.063
H 8.347 18.720 13.610
H 9.424 17.516 16.985
H 7.724 17.207 16.598
H 9.883 15.094 16.163
H 8.120 13.634 15.659
H 8.110 15.002 14.493
H 6.907 14.940 15.784
H 7.787 15.578 18.021
H 8.359 14.075 17.755
C 8.850 16.500 11.502
O 8.049 15.430 10.926
C 8.416 14.129 11.441
C 7.684 13.023 10.615
C 6.318 12.615 11.198
N 8.332 11.740 10.413
H 8.700 16.540 12.581
H 8.600 17.478 11.090
H 9.927 16.417 11.361
H 9.491 13.956 11.397
H 8.182 13.996 12.498
H 7.548 13.381 9.594
H 6.395 12.194 12.201
H 5.882 11.829 10.581
H 5.641 13.469 11.195
H 9.148 11.890 9.837
H 8.700 11.378 11.281
C 16.157 12.450 14.283
O 15.885 11.410 15.225
C 14.845 10.488 14.808
C 14.560 9.503 16.055
C 13.930 10.107 17.279
N 15.765 8.835 16.405
H 15.265 12.830 13.784
H 16.847 12.107 13.511
H 16.671 13.292 14.746
H 13.936 11.017 14.522
H 15.298 9.872 14.030
H 13.811 8.776 15.741
H 13.740 9.389 18.077
H 12.959 10.526 17.016
H 14.644 10.882 17.556
H 16.436 9.578 16.279
H 16.046 8.195 15.676
C 7.691 10.389 15.063
O 8.829 9.523 14.892
C 8.589 8.299 15.594
C 8.973 8.436 17.092
C 10.469 8.392 17.343
N 8.297 7.376 17.881
H 7.831 11.324 14.521
H 7.545 10.667 16.106
H 6.769 10.020 14.615
H 7.607 7.865 15.409
H 9.310 7.554 15.256
H 8.569 9.385 17.443
H 10.881 7.402 17.145
H 10.786 8.635 18.357
H 10.964 8.983 16.573
H 8.723 6.481 17.692
H 7.396 7.192 17.462
C 14.764 9.165 11.004
O 15.425 10.423 11.005
C 14.563 11.567 11.261
C 13.571 11.825 10.178
C 14.248 11.997 8.808
N 12.881 13.115 10.402
H 13.897 9.180 10.343
H 14.555 8.797 12.008
H 15.425 8.391 10.614
H 14.024 11.300 12.171
H 15.173 12.469 11.314
H 12.829 11.027 10.178
H 13.615 12.308 7.978
H 14.599 10.991 8.578
H 15.062 12.721 8.836
H 12.091 13.083 9.774
H 12.378 12.827 11.229
C 14.194 15.320 16.566
O 13.845 15.633 17.892
C 12.470 15.965 18.063
C 12.118 16.102 19.569
C 12.528 14.875 20.374
N 10.660 16.275 19.767
H 13.786 14.406 16.135
H 15.266 15.164 16.440
H 13.893 16.171 15.954
H 12.278 16.873 17.492
H 11.781 15.271 17.580
H 12.733 16.938 19.902
H 12.302 15.047 21.427
H 13.587 14.618 20.334
H 12.017 13.973 20.037
H 10.255 15.678 19.060
H 10.290 17.205 19.630
C 9.284 11.795 23.104
O 9.945 12.555 22.099
C 9.141 12.977 20.968
C 9.132 11.878 19.895
C 10.421 11.609 19.181
N 8.107 12.106 18.857
H 9.986 11.716 23.933
H 9.027 10.871 22.585
H 8.340 12.224 23.440
H 8.119 13.185 21.284
H 9.508 13.925 20.575
H 8.841 10.938 20.364
H 10.159 10.790 18.512
H 11.196 11.240 19.853
H 10.861 12.422 18.604
H 8.051 11.168 18.485
H 7.203 12.193 19.299
C 16.078 15.625 10.793
C 14.747 15.720 11.489
C 14.473 16.943 12.344
O 13.790 15.612 10.471
H 16.374 16.458 10.156
H 16.246 14.702 10.239
H 16.924 15.585 11.480
H 14.589 14.831 12.098
H 13.535 16.861 12.892
H 14.478 17.897 11.815
H 15.180 17.036 13.169
H 13.627 14.681 10.304
C 11.511 8.786 12.651
C 10.250 9.094 11.857
C 9.236 8.016 11.722
O 9.637 10.201 12.461
H 12.227 9.498 12.242
H 11.877 7.772 12.489
H 11.374 8.871 13.730
H 10.516 9.449 10.861
H 9.685 7.167 11.206
H 8.456 8.421 11.077
H 8.745 7.752 12.659
H 9.333 9.911 13.324
C 11.542 12.414 15.299
C 11.128 12.995 13.926
C 11.689 14.422 13.619
O 11.495 12.139 12.919
H 12.629 12.357 15.358
H 11.000 11.475 15.408
H 11.142 13.061 16.080
H 10.040 13.040 13.959
H 12.772 14.394 13.743
H 11.387 15.175 14.347
H 11.641 14.753 12.582
H 10.970 11.342 13.026
```

The HOMO energy is -8.903 eV. As for the total energy: -70907.086 eV. As for the energy above the lowest of the compared OMol25 structures with the same formula, charge and spin: 2.218 eV. The value obtained for the HOMO-LUMO gap is 0.3380 hartree. Its spin multiplicity is 1. Its net charge is 0.

Mulliken atomic charge list, values in e, 2 entries:
1. C -0.890
2. O -0.157